{
  "formula": "C7H12",
  "method": "ωB97M-V with the def2-TZVPD basis set",
  "symbols": ["C", "C", "C", "C", "C", "C", "C", "H", "H", "H", "H", "H", "H", "H", "H", "H", "H", "H", "H"],
  "coordinates": [[-2.3483, -0.6048, -0.0063], [-1.1621, 0.7812, -0.0492], [-0.1067, 0.2386, 0.9269], [1.2592, 0.3657, 0.2358], [2.1455, -0.8491, 0.4401], [0.8903, 0.6362, -1.2018], [-0.4031, 0.9343, -1.3368], [-1.7056, -1.3347, -0.5353], [-2.7174, -0.4957, 1.0349], [-3.3027, -0.7844, -0.5517], [-1.6914, 1.6894, 0.2653], [-0.1308, 0.6589, 1.9382], [-0.3426, -0.8314, 1.0280], [1.7819, 1.2406, 0.6414], [1.6509, -1.7455, 0.0485], [2.3646, -1.0042, 1.5029], [3.0911, -0.7253, -0.0965], [1.6111, 0.6142, -2.0168], [-0.8840, 1.2160, -2.2677]],
  "atomic_forces_ev_per_a": [[0.667, 2.297, -1.172], [-2.213, -1.716, -0.091], [-0.197, -0.333, 0.050], [0.070, 0.155, 0.153], [0.148, -0.144, -0.085], [-0.364, 0.169, -0.010], [-0.107, -0.406, -0.004], [-0.077, -0.345, 1.727], [1.157, -1.244, -0.292], [0.433, 1.441, -0.338], [0.130, -0.241, -0.049], [-0.044, 0.100, -0.253], [0.322, 0.206, 0.214], [0.069, 0.022, -0.118], [0.077, 0.070, 0.096], [-0.017, -0.011, -0.182], [-0.021, -0.075, 0.111], [-0.071, 0.107, 0.174], [0.039, -0.051, 0.069]],
  "nbo_charge": [-0.660, -0.203, -0.417, -0.260, -0.595, -0.179, -0.210, 0.219, 0.220, 0.206, 0.210, 0.216, 0.211, 0.201, 0.203, 0.209, 0.207, 0.210, 0.212],
  "homo_energy_ev": -8.90,
  "largest_force_ev_per_a": 2.80,
  "total_energy_ev": -7451.742,
  "smiles": "C[C@@H]1C=C[C@H](C)C1",
  "e_lumo_ev": 1.2,
  "mol_weight_g_mol": 96.2,
  "relative_energy_ev": 1.689,
  "charge": 0
}

---

{
  "formula": "H4NPSi",
  "method": "ωB97M-V with the def2-TZVPD basis set",
  "symbols": ["N", "Si", "P", "H", "H", "H", "H"],
  "coordinates": [[1.3142, 1.1716, 0.7834], [0.1502, -0.6198, 0.2236], [0.9136, 2.6389, 0.7021], [0.7101, -1.2107, 1.3770], [-1.1643, -0.5098, 0.5615], [0.9294, -1.1004, -0.9307], [-0.4594, 2.9319, 0.2565]],
  "atomic_forces_ev_per_a": [[-2.223, -3.843, -1.519], [5.235, 3.161, 1.170], [0.273, 2.089, 0.326], [0.387, -1.171, 0.895], [-2.804, 0.382, -0.390], [-0.778, 0.061, -0.366], [-0.090, -0.680, -0.116]],
  "nbo_charge": [-1.196, 1.001, 0.841, -0.180, -0.168, -0.124, -0.174],
  "homo_energy_ev": -8.44,
  "largest_force_ev_per_a": 6.23,
  "total_energy_ev": -18718.130,
  "smiles": "[H]/P=N\\[SiH3]",
  "e_lumo_ev": 0.2,
  "mol_weight_g_mol": 77.1,
  "relative_energy_ev": 1.898,
  "charge": 0
}

---

{
  "formula": "C5H10O4Se",
  "method": "ωB97M-V with the def2-TZVPD basis set",
  "symbols": ["C", "C", "C", "C", "C", "O", "O", "O", "O", "Se", "H", "H", "H", "H", "H", "H", "H", "H", "H", "H"],
  "coordinates": [[-1.0704, 1.0798, 0.9525], [-0.2889, 1.3804, -0.3955], [0.8395, 0.3271, -0.7677], [0.4021, -1.0921, -0.4584], [0.0346, -1.2305, 0.9290], [-1.3360, -0.2201, 1.2527], [0.3543, 2.5901, -0.4506], [1.1982, 0.5512, -2.0953], [1.2940, -2.0977, -0.8724], [-0.5359, -3.0604, 1.4606], [-0.5506, 1.7157, 1.6353], [-2.1099, 1.5995, 0.7091], [-1.0646, 1.3385, -1.2450], [1.7090, 0.6342, -0.1786], [-0.5234, -1.4093, -1.1408], [0.7592, -0.8869, 1.5784], [-0.3541, 3.3082, -0.5747], [0.5505, 0.4579, -2.7704], [2.0926, -2.1214, -0.3082], [-1.4002, -2.8642, 2.7400]],
  "atomic_forces_ev_per_a": [[-1.445, 2.722, -3.115], [-1.191, -2.843, -1.227], [-1.699, 1.273, -0.002], [-2.176, -1.014, -3.646], [-5.115, 0.645, 2.231], [2.985, -3.132, -0.568], [-1.490, 2.989, 0.247], [2.141, 0.003, 0.324], [1.278, -0.315, 0.557], [-0.529, 0.347, 0.422], [0.389, 0.029, 1.437], [1.756, -0.963, 0.973], [0.977, -0.287, 0.918], [0.125, -0.294, 0.033], [1.487, 1.189, 1.467], [1.424, 0.875, 1.584], [1.762, -1.476, 0.330], [-1.300, -0.350, -0.242], [-0.451, 0.158, -0.378], [1.072, 0.445, -1.346]],
  "nbo_charge": [-0.088, 0.081, 0.064, -0.017, -0.025, -0.550, -0.703, -0.706, -0.690, 0.061, 0.161, 0.173, 0.138, 0.188, 0.198, 0.181, 0.475, 0.477, 0.468, 0.112],
  "homo_energy_ev": -9.17,
  "largest_force_ev_per_a": 5.62,
  "total_energy_ev": -78880.000,
  "smiles": "O[C@@H]1[C@@H](O)[C@H]([SeH])OC[C@H]1O",
  "e_lumo_ev": 0.5,
  "mol_weight_g_mol": 213.1,
  "relative_energy_ev": 0.763,
  "charge": 0
}

---

{
  "formula": "BrMn2",
  "method": "ωB97M-V with the def2-TZVPD basis set",
  "symbols": ["Mn", "Mn", "Br"],
  "coordinates": [[0.4731, 2.0288, -1.0969], [-0.4288, -2.0635, 0.9806], [-0.0443, 0.0347, 0.1162]],
  "atomic_forces_ev_per_a": [[0.275, 1.058, -0.645], [-0.355, -1.940, 0.798], [0.080, 0.881, -0.153]],
  "lowdin_spin": [4.920, 4.891, 0.189],
  "spin_multiplicity": 11,
  "homo_energy_ev": [-25.92, -26.21],
  "largest_force_ev_per_a": 2.13,
  "total_energy_ev": -132646.096,
  "e_lumo_ev": [-16.2, -16.1],
  "mol_weight_g_mol": 189.8,
  "relative_energy_ev": 0.305,
  "charge": 3
}

---

{
  "formula": "C29H48BrN3OsP2S",
  "method": "ωB97M-V with the def2-TZVPD basis set",
  "symbols": ["N", "C", "C", "C", "C", "C", "C", "Os", "P", "C", "C", "C", "C", "C", "C", "C", "Br", "H", "H", "H", "H", "H", "H", "H", "H", "H", "H", "P", "C", "C", "H", "H", "H", "H", "H", "C", "C", "H", "H", "H", "H", "H", "C", "C", "H", "H", "H", "H", "H", "C", "C", "H", "H", "H", "H", "H", "C", "C", "H", "H", "H", "H", "H", "C", "C", "H", "H", "H", "H", "H", "S", "C", "N", "C", "C", "C", "N", "H", "H", "H", "H", "H", "H", "H", "H"],
  "coordinates": [[-5.1602, 3.1278, -4.7581], [-5.0754, 3.5181, -3.4877], [-4.2337, 2.8671, -2.5716], [-3.3618, 1.8185, -2.9958], [-3.5110, 1.4215, -4.3533], [-4.4172, 2.1128, -5.1830], [-2.2275, 1.4037, -2.0915], [-0.4963, 0.0864, -1.1978], [1.6680, -0.1259, -0.9123], [-0.8894, 1.2159, -2.6822], [0.0875, 2.3233, -2.4727], [1.0774, 2.5079, -3.4476], [1.9439, 3.5948, -3.3270], [1.9881, 4.3269, -2.1227], [0.9439, 4.2079, -1.1981], [-0.0018, 3.1897, -1.3573], [3.3317, 5.5333, -1.9033], [-2.4344, 1.7879, -1.0760], [-0.8602, 0.6323, -3.6015], [-4.2497, 3.2002, -1.5370], [-2.9753, 0.5718, -4.7670], [-5.6834, 4.3804, -3.1884], [-4.5382, 1.8300, -6.2328], [1.0212, 1.8832, -4.3373], [-0.7562, 3.0152, -0.5767], [2.6284, 3.7890, -4.1433], [0.9414, 4.8623, -0.3295], [-1.0525, -2.0322, -1.8353], [2.6932, 1.2632, -0.2129], [4.1542, 1.4585, -0.6595], [2.7230, 1.0019, 0.8505], [2.1385, 2.1994, -0.3209], [4.5479, 2.3528, -0.1608], [4.7918, 0.6284, -0.3308], [4.3075, 1.6251, -1.7330], [2.6061, -0.4421, -2.4859], [3.8845, -1.2887, -2.4457], [2.8537, 0.5597, -2.8641], [1.9128, -0.8737, -3.2190], [4.2313, -1.4409, -3.4766], [4.7202, -0.7945, -1.9341], [3.7374, -2.2840, -2.0086], [2.1174, -1.4175, 0.3541], [3.5617, -1.5878, 0.8571], [1.7914, -2.3619, -0.1002], [1.4587, -1.2185, 1.2159], [3.6157, -2.5688, 1.3496], [4.3060, -1.6096, 0.0530], [3.8733, -0.8505, 1.6110], [-0.7582, -3.2209, -0.4454], [-1.7689, -4.3476, -0.2180], [-0.6726, -2.6104, 0.4708], [0.2386, -3.6489, -0.6354], [-2.7583, -3.9732, 0.0687], [-1.8884, -4.9981, -1.0930], [-1.4031, -4.9782, 0.6045], [-0.0909, -2.8319, -3.2037], [-0.7237, -2.7500, -4.5954], [0.0574, -3.8869, -2.9284], [0.9117, -2.3844, -3.2144], [-1.5412, -3.4754, -4.6984], [-1.1248, -1.7528, -4.8216], [0.0216, -2.9936, -5.3654], [-2.8014, -2.1541, -2.3883], [-3.8457, -1.9083, -1.2958], [-2.9492, -3.1320, -2.8770], [-2.9071, -1.3874, -3.1751], [-4.5125, -1.0865, -1.5945], [-4.4670, -2.8003, -1.1255], [-3.4004, -1.6177, -0.3335], [-1.7220, 0.1576, 0.8373], [-0.7166, -0.0872, 2.2191], [0.1536, 0.8546, 2.6354], [0.6703, 0.8365, 4.0057], [0.9561, -0.5936, 4.4021], [-0.2946, -1.4282, 4.2484], [-0.8556, -1.2340, 2.9085], [0.1041, 1.7381, 2.1295], [-0.0694, 1.2749, 4.6854], [1.5573, 1.4669, 4.0402], [1.2862, -0.6252, 5.4434], [1.7702, -1.0039, 3.7940], [-1.0398, -1.1430, 4.9979], [-0.0985, -2.4920, 4.3765], [-1.6407, -1.8121, 2.6094]],
  "atomic_forces_ev_per_a": [[2.722, -1.912, 2.773], [-1.222, 1.194, 0.086], [0.290, -0.729, -0.535], [-0.175, 0.306, -0.438], [-0.409, 0.737, 0.673], [-0.312, -0.379, -1.723], [-2.703, 1.644, -1.513], [-0.610, -0.244, 3.474], [4.995, -1.118, 0.695], [-0.974, 1.329, -1.696], [-0.566, -0.885, 0.380], [0.381, 1.222, -0.192], [-0.270, -1.687, -0.230], [-0.826, 0.098, -0.860], [-0.327, -0.797, 0.403], [0.435, 0.445, 0.464], [0.445, 0.499, 0.234], [0.560, -0.177, -0.509], [-0.016, 0.737, -0.529], [-0.022, 0.191, -0.246], [-0.097, 0.273, -0.180], [0.150, -0.257, 0.012], [0.025, -0.063, 0.192], [0.366, 0.237, 0.059], [0.237, 0.379, -0.458], [0.145, 0.161, 0.179], [-0.134, -0.137, -0.133], [0.072, -2.543, -0.879], [-0.655, 0.447, 0.313], [0.266, -0.090, -0.053], [-0.186, 0.315, 0.015], [0.141, -0.110, 0.109], [-0.212, -0.144, -0.011], [-0.220, 0.243, -0.186], [-0.198, -0.126, 0.236], [-0.434, -0.066, -0.395], [0.383, -0.215, -0.076], [-0.173, -0.180, 0.113], [0.163, 0.179, 0.123], [-0.203, 0.023, 0.188], [-0.414, -0.166, -0.067], [-0.031, 0.246, -0.095], [-0.540, -0.380, -0.450], [0.329, -0.077, 0.020], [0.026, 0.094, 0.254], [0.059, -0.135, -0.285], [-0.026, 0.251, -0.090], [-0.281, 0.056, 0.307], [-0.213, -0.063, -0.345], [0.194, 0.501, 0.635], [-0.278, -0.173, -0.130], [0.054, -0.305, -0.279], [-0.282, 0.186, 0.005], [0.252, -0.075, -0.078], [0.061, 0.158, 0.151], [-0.076, 0.165, -0.263], [0.277, 0.235, -0.138], [-0.116, -0.084, -0.220], [-0.168, 0.270, 0.105], [-0.282, -0.220, 0.088], [0.200, 0.259, -0.012], [0.123, -0.129, -0.027], [-0.217, 0.077, 0.263], [0.073, 0.409, -0.092], [-0.430, 0.195, 0.319], [0.276, 0.324, 0.199], [0.074, -0.394, 0.073], [0.077, -0.315, 0.146], [0.231, 0.379, -0.062], [-0.189, -0.193, -0.236], [0.100, 0.380, -0.549], [1.233, -0.671, 1.833], [-1.414, -0.409, -0.972], [0.233, 0.237, 0.482], [0.395, -0.157, 0.090], [0.017, -0.298, 0.502], [-0.615, 1.331, -1.042], [0.120, -0.327, 0.288], [0.035, 0.030, -0.166], [0.027, -0.094, -0.025], [-0.048, -0.007, -0.128], [-0.068, 0.043, 0.062], [-0.025, -0.030, -0.146], [0.057, 0.043, -0.029], [0.362, 0.037, 0.223]],
  "lowdin_spin": [0.776, 0.075, 0.115, 0.008, 0.110, 0.066, 0.495, 1.145, 0.073, 0.159, 0.099, 0.039, 0.007, 0.075, 0.012, 0.043, 0.076, 0.025, 0.026, 0.007, 0.008, 0.015, 0.016, 0.001, 0.003, 0.000, 0.000, 0.052, 0.002, 0.001, 0.000, 0.001, 0.000, 0.000, 0.000, 0.031, 0.007, 0.000, 0.003, 0.002, 0.000, 0.000, 0.016, 0.006, 0.000, 0.000, 0.002, 0.000, 0.000, 0.011, 0.002, 0.001, 0.000, 0.000, 0.000, 0.001, 0.024, 0.001, 0.002, 0.000, 0.000, 0.000, 0.001, 0.009, 0.003, 0.001, 0.002, 0.001, 0.000, 0.001, 0.240, 0.047, 0.024, 0.003, 0.000, 0.002, 0.020, 0.001, 0.001, 0.001, 0.000, 0.000, 0.001, 0.001, 0.002],
  "spin_multiplicity": 5,
  "homo_energy_ev": [-18.99, -18.98],
  "largest_force_ev_per_a": 5.17,
  "total_energy_ev": -137201.644,
  "e_lumo_ev": [-12.1, -15.0],
  "mol_weight_g_mol": 802.9,
  "relative_energy_ev": 0.000,
  "charge": 4
}

---

{
  "formula": "C4H7NO2",
  "method": "ωB97M-V with the def2-TZVPD basis set",
  "symbols": ["C", "C", "C", "O", "C", "O", "N", "H", "H", "H", "H", "H", "H", "H"],
  "coordinates": [[1.5072, -1.0608, 0.1547], [0.4021, -0.1734, -0.4327], [-1.0459, -0.4142, 0.0249], [-0.7169, 0.1981, 1.3094], [0.2021, 0.9657, 0.5537], [0.5477, 2.0927, 0.7051], [-1.9502, 0.5126, -0.6174], [1.3590, -1.1828, 1.2324], [1.5522, -2.0507, -0.3042], [2.4762, -0.5681, 0.0038], [0.5426, 0.0206, -1.4979], [-1.4774, -1.4161, 0.0804], [-1.5495, 1.0485, -1.3795], [-2.3365, 1.1400, 0.0842]],
  "atomic_forces_ev_per_a": [[-0.043, -0.135, -0.034], [0.037, 0.098, -0.184], [-0.184, -0.173, -0.211], [0.171, 0.776, -0.113], [0.690, 0.450, 0.598], [-0.154, -0.752, 0.202], [-0.580, -0.291, -0.461], [0.035, -0.045, -0.212], [-0.082, 0.108, -0.052], [-0.227, -0.127, -0.001], [0.037, 0.255, 0.161], [0.296, 0.113, 0.423], [0.022, -0.100, 0.211], [-0.018, -0.175, -0.327]],
  "nbo_charge": [-0.610, -0.340, 0.218, -0.527, 0.801, -0.525, -0.861, 0.228, 0.218, 0.225, 0.220, 0.193, 0.371, 0.387],
  "homo_energy_ev": -10.00,
  "largest_force_ev_per_a": 1.02,
  "total_energy_ev": -9845.568,
  "e_lumo_ev": 0.9,
  "mol_weight_g_mol": 101.1,
  "relative_energy_ev": 1.711,
  "charge": 0
}